[1]
This record from OMol25 describes a 2-piece molecular cluster, CH2N2O3 overall. The level of theory is the ωB97M-V functional and the def2-TZVPD basis.

Last column: Mulliken charge in e.
Atoms and positions in Å:
O 0.09 1.14 -1.21  -0.5130
O -0.91 -1.75 1.02  -0.4152
O -0.26 -1.67 -1.02  -0.3268
N -0.53 -1.07 0.09  0.2617
N 0.57 1.66 1.03  -0.3741
C 0.34 1.20 -0.06  0.6770
H 0.92 1.49 1.91  0.2489
H -0.22 -0.99 -1.76  0.4415

Its SMILES is N=C=O.O=NO. The LUMO energy comes out at 0.15 eV. As for the gap between HOMO and LUMO: 10.53 eV. Its largest force on an atom is 0.0787 Eh/bohr.

[2]
This record from OMol25 describes a 5-piece molecular cluster, CH14NO4 overall. The level of theory is the ωB97M-V functional and the def2-TZVPD basis.

Last column: Mulliken charge in e.
Atoms and positions in Å:
O 1.04 -1.43 3.93  -0.9375
O -0.87 1.04 -1.98  -0.9741
O -1.74 3.66 -1.84  -0.7653
O 0.15 0.28 1.89  -0.9187
N 0.18 -1.05 -0.69  -0.7479
C 1.27 -1.85 -1.31  -1.8615
H -0.54 -1.76 -0.45  0.9662
H -1.30 4.50 -2.05  0.3338
H 2.17 -1.24 -1.41  0.4478
H 0.46 -0.59 0.19  0.2532
H 1.47 -0.85 4.57  0.3368
H -0.62 0.51 2.43  0.4751
H -0.22 -0.30 -1.32  0.3711
H -1.53 0.67 -2.58  0.3568
H -1.00 2.00 -1.87  0.3844
H -2.60 3.95 -1.49  0.3186
H 0.68 -2.18 4.42  0.4105
H 0.93 -2.26 -2.26  0.6289
H 1.53 -2.66 -0.63  0.5712
H 0.52 -0.44 2.44  0.3510

The LUMO energy (alpha / beta) comes out at 0.42 / 0.32 eV. As for the gap between HOMO and LUMO (alpha / beta): 2.77 / 11.53 eV. The multiplicity is 2. Its largest force on an atom is 0.0184 Eh/bohr.

[3]
This record from OMol25 describes a 8-piece molecular cluster, C53H96NO17P2S overall. The level of theory is the ωB97M-V functional and the def2-TZVPD basis.

Last column: Mulliken charge in e.
Atoms and positions in Å:
S 2.37 0.43 3.48  -0.3498
P 6.74 2.63 0.45  0.2663
P 1.94 0.70 1.62  0.4896
O 7.08 1.85 1.66  -0.6419
O -2.76 -2.82 2.58  -0.2946
O -4.80 3.31 -5.36  -0.2705
O -6.54 -4.48 2.80  -0.3756
O 2.73 -6.05 1.61  -0.6041
O 4.43 -7.39 2.19  -0.3646
O -8.60 -5.33 2.45  -0.6256
O 5.56 5.33 3.44  -0.3311
O 3.39 4.81 3.53  -0.6589
O -5.42 0.31 1.71  -0.3525
O 1.70 -0.06 -9.41  -0.3645
O -2.71 2.52 -5.47  -0.5670
O 3.14 2.99 -5.00  -0.6691
O -5.55 -5.12 6.02  -0.2773
O 0.01 0.96 -10.49  -0.5731
O -1.42 -1.58 1.26  -0.6222
O -3.38 -5.59 5.64  -0.5761
N 2.74 2.17 0.92  -0.0045
C 2.74 -3.34 -0.21  -1.0840
C 4.61 5.36 5.59  -0.4599
C 2.50 1.71 -8.08  0.2547
C 2.52 0.20 -8.26  -0.4333
C -5.40 -0.74 -0.55  -0.6376
C 3.67 -6.28 2.32  0.5317
C 5.94 6.12 5.62  -0.5153
C -3.96 2.98 -7.53  -0.3987
C -4.43 -5.87 6.18  0.4298
C -5.87 3.61 -6.27  -0.4640
C 4.97 2.23 -3.59  -1.2763
C -3.70 2.90 -6.04  0.4860
C 4.13 2.47 1.48  -1.3837
C 4.23 2.14 -1.06  3.9622
C -4.72 -7.01 7.14  -0.4515
C -6.25 -7.06 7.14  -0.5629
C 5.58 -6.02 3.72  -0.5077
C 0.84 0.98 -9.62  0.4300
C -0.32 3.65 -1.50  -0.4241
C 1.11 2.07 -8.60  -0.3620
C 5.42 -7.46 3.24  -0.4604
C -0.60 -3.68 2.22  0.0763
C 4.30 0.59 -1.25  -0.6801
C -1.49 -4.80 2.75  -0.9346
C -1.60 -2.57 1.93  0.3859
C -2.63 -4.02 3.38  0.0062
C 1.56 1.86 -1.35  -0.0779
C -6.61 -5.61 6.85  -0.4403
C -1.44 4.33 -0.67  -1.1562
C 4.18 -5.45 3.49  -0.1847
C -4.58 2.85 -1.91  -0.6250
C -7.05 -2.21 3.12  -0.0087
C -7.90 -4.40 2.78  0.4712
C 4.78 -2.03 0.63  -0.5509
C -3.21 3.50 -2.33  0.5105
C 6.63 5.60 4.37  -0.4190
C 2.74 2.43 -0.60  -2.7211
C -5.02 1.68 1.82  -0.5600
C 5.64 -0.17 -1.01  -1.7726
C 4.40 5.14 4.11  0.5344
C 0.20 2.38 -0.78  -0.6282
C 4.94 2.76 0.19  -1.3132
C 5.70 -0.79 0.41  -0.4504
C -8.34 -3.02 3.24  -0.5306
C -5.19 3.89 -7.60  -0.5940
C 3.80 1.81 -4.50  -0.1932
C 4.08 -2.66 -0.60  0.0006
C -5.68 0.55 -1.36  -1.0413
C 4.60 3.00 -2.31  -0.3384
C -4.68 -0.54 0.81  0.5306
C -5.98 -3.27 3.34  0.8355
C -4.40 1.32 -1.74  0.1022
C -2.74 4.67 -1.43  -1.1722
H 4.02 -1.82 1.41  0.1976
H -4.02 0.95 -2.72  0.3735
H 3.79 3.71 -2.54  0.3693
H -6.60 -7.70 6.33  0.2874
H 0.31 2.67 0.29  0.5423
H 4.02 3.44 1.94  0.3490
H 3.78 5.92 6.01  0.3281
H 4.73 -3.45 -1.02  0.4070
H -3.28 3.85 -3.38  -0.1943
H -5.33 3.05 -2.69  0.0700
H -0.68 3.31 -2.49  0.3341
H 1.07 3.05 -9.07  0.3137
H -6.65 -5.00 7.76  0.2796
H 3.10 1.13 -3.98  0.3311
H 1.57 0.75 -1.42  0.2044
H -6.97 -1.38 3.83  0.4497
H 4.25 1.26 -5.36  0.3972
H -3.10 3.38 -8.05  0.2811
H -6.34 -1.31 -0.37  0.3734
H -2.48 2.67 -2.34  0.1731
H 5.75 7.19 5.53  0.2752
H -5.75 -3.44 4.39  0.1857
H 5.04 -8.12 4.02  0.2641
H 5.41 -2.83 1.08  0.4359
H 3.83 -1.93 -1.39  -0.0206
H -1.70 3.69 0.19  0.2761
H -3.62 -0.23 0.68  0.0915
H 2.19 -2.75 0.55  0.0389
H 5.57 2.93 -4.21  0.6326
H -4.27 -7.93 6.78  0.3283
H -6.68 -7.43 8.07  0.3464
H 6.52 0.46 -1.20  0.5125
H 2.08 -0.33 -7.40  0.2814
H -6.19 0.29 -2.31  0.4836
H -1.00 -5.47 3.45  0.3415
H 6.33 -7.88 2.83  0.3402
H -5.06 -3.03 2.81  -0.6583
H 5.49 3.62 -2.05  0.4647
H -6.95 -1.80 2.12  -0.1768
H 1.65 2.23 -2.39  0.0603
H -7.55 -5.51 6.32  0.3087
H -5.81 2.35 1.41  0.2694
H -3.58 -4.55 3.36  0.1660
H -4.08 1.90 1.28  0.0289
H 2.08 -3.37 -1.10  0.4779
H 3.95 0.35 -2.27  0.2820
H 3.55 0.11 -0.58  -0.7700
H -2.42 -3.72 4.41  0.1909
H -0.07 -3.95 1.31  0.0804
H 4.58 1.67 2.09  0.9402
H -1.02 5.27 -0.24  0.3703
H -6.35 1.21 -0.76  0.3005
H -4.92 3.28 -0.95  0.3995
H -0.55 1.57 -0.88  -0.1265
H 0.34 2.01 -7.83  0.2110
H 6.30 -5.50 3.09  0.2177
H -4.74 -1.39 -1.17  0.3520
H -4.18 1.97 -7.89  0.2676
H 2.64 3.53 -0.71  0.7847
H 2.71 2.02 -7.05  -0.3412
H -3.53 4.84 -0.66  0.3574
H -4.31 -6.76 8.12  0.2689
H 0.11 -3.32 2.97  0.1585
H 0.57 0.88 1.43  0.1239
H 4.18 -4.39 3.24  0.0829
H -9.14 -2.65 2.62  0.3587
H -4.65 -1.54 1.29  -0.4426
H 5.93 -5.95 4.75  0.3514
H -3.58 1.16 -1.02  -0.2708
H 2.87 -4.39 0.13  0.1978
H 7.30 6.33 3.92  0.3274
H -4.87 4.93 -7.64  0.2848
H 3.51 -0.20 -8.45  0.3266
H 2.17 2.95 1.30  0.8377
H 6.52 5.96 6.53  0.3346
H -4.86 1.94 2.89  0.3283
H -5.83 3.70 -8.46  0.3463
H -8.68 -3.09 4.28  0.2410
H 6.74 -1.01 0.70  0.4651
H 5.70 -0.97 -1.77  0.7353
H -2.63 5.62 -1.99  0.4212
H 7.15 3.98 0.58  0.1292
H 7.17 4.67 4.54  0.2702
H 5.62 1.36 -3.39  0.2744
H 2.16 2.82 -5.12  0.3339
H 4.80 3.85 0.03  0.8662
H 5.38 0.00 1.12  -0.1845
H -6.54 2.74 -6.32  0.2880
H 3.26 2.17 -8.71  0.2801
H 4.68 4.38 6.07  0.2661
H 7.35 2.20 -0.75  0.1124
H -1.87 -5.40 1.92  0.3786
H -6.43 4.46 -5.89  0.3247
H 2.33 -0.38 0.82  0.0720
H 0.53 4.34 -1.69  0.6840
H 3.52 -5.62 4.34  0.3231

The charge is +1. The LUMO energy comes out at -2.07 eV. As for the gap between HOMO and LUMO: 8.70 eV. Its largest force on an atom is 0.0457 Eh/bohr.

[4]
This record from OMol25 describes C52H46AsN5PS2Tl as an isolated structure. The level of theory is the ωB97M-V functional and the def2-TZVPD basis.

Last column: Mulliken charge in e.
Atoms and positions in Å:
Tl -1.04 -1.05 -0.71  0.7878
As 1.97 5.06 2.33  0.2291
S -2.20 -1.27 1.90  -0.3875
S -4.29 -0.32 -0.71  -0.2879
P -0.93 2.25 0.04  0.7792
N 1.56 -3.82 0.43  0.1282
N -4.91 -2.92 3.73  -0.7650
N -7.26 -1.84 0.87  -0.7151
N -0.72 -3.66 -0.11  0.2556
N 0.28 -5.73 0.33  0.3799
C -0.24 6.80 1.58  -0.2982
C -4.60 -5.27 -0.09  -0.8231
C 2.65 -8.40 1.23  -0.5484
C -4.47 -2.31 2.85  -0.2728
C -4.74 -1.19 0.73  0.8110
C -0.36 2.58 -4.00  -0.6610
C 4.34 -3.79 0.58  -1.3292
C 1.89 -5.76 -2.09  -1.1418
C 3.24 -7.53 -0.92  -0.5655
C 0.29 3.63 0.31  -0.6020
C -3.91 -1.56 1.75  0.3845
C 2.14 -0.17 0.10  -0.3560
C -2.43 3.00 0.79  0.2045
C -3.97 -4.97 -1.29  -0.8594
C -0.17 2.50 -2.63  -0.4760
C -2.73 2.58 -3.66  -0.7933
C 1.15 6.66 1.55  0.1904
C -4.68 4.06 2.04  -0.4811
C 1.33 8.86 0.58  -0.4922
C 1.92 7.70 1.05  -0.3950
C 4.19 4.65 -1.28  -0.6539
C 3.33 4.68 0.98  0.0159
C 5.38 3.51 0.47  -0.6479
C -1.98 -4.29 -0.14  -0.3540
C -0.06 8.99 0.61  -0.4687
C 1.38 -1.34 0.16  -1.0363
C 4.42 3.91 1.38  -0.4496
C -2.06 -4.09 -2.66  -1.3341
C 2.14 -2.51 0.30  0.6281
C -1.26 2.48 -1.75  0.7902
C -2.54 2.51 -2.28  -0.4204
C -1.65 2.63 -4.52  -0.4453
C -3.16 2.23 1.69  -0.3130
C -2.85 4.30 0.50  -0.3462
C -4.28 2.77 2.32  -0.4356
C 3.53 -0.12 0.18  -1.0445
C -0.84 7.96 1.11  -0.5930
C -2.61 -4.58 1.07  0.3483
C -2.67 -4.47 -1.34  1.0950
C 5.27 3.87 -0.86  -0.3267
C 4.23 -1.31 0.33  -0.9294
C 0.32 -4.32 0.18  -0.4249
C 1.61 -7.49 1.30  -0.8293
C 3.55 -2.52 0.39  1.0086
C 0.63 3.73 1.79  -1.7505
C 3.49 -8.41 0.13  -0.6790
C 2.19 -6.63 -0.89  1.2773
C -3.91 -5.07 1.10  -0.9694
C -6.14 -1.56 0.83  -0.2456
C -3.97 4.83 1.13  -0.8105
C 3.23 5.04 -0.37  0.1374
C 1.38 -6.59 0.25  -0.1262
H 4.20 -4.51 -0.23  0.1875
H 4.05 0.83 0.13  0.4469
H 0.50 2.59 -4.66  0.3925
H 1.18 3.36 -0.25  0.2095
H 2.29 -4.75 -1.97  0.2363
H 5.41 -3.56 0.63  0.3639
H -4.51 -5.09 -2.22  0.3534
H -2.32 4.90 -0.23  0.5672
H 4.32 -9.11 0.07  0.3755
H -0.52 9.90 0.23  0.3655
H 0.84 2.40 -2.24  0.2205
H 4.09 4.92 -2.32  0.3891
H -1.91 8.05 1.12  0.4114
H 2.82 -9.08 2.06  0.3758
H 4.51 3.62 2.42  0.2959
H 1.94 9.66 0.18  0.3673
H 6.01 3.54 -1.58  0.3684
H -2.51 -4.66 -3.47  0.4822
H 2.21 -4.53 0.71  -0.1960
H -1.80 2.68 -5.59  0.3533
H -0.53 -6.06 0.84  0.2881
H -5.57 4.47 2.52  0.3461
H 6.21 2.89 0.80  0.3849
H -4.30 5.84 0.89  0.3910
H 0.97 -7.45 2.17  0.4624
H 5.31 -1.30 0.40  0.2200
H -4.85 2.15 3.00  0.4384
H -2.11 -4.31 1.99  0.4202
H 3.87 -7.56 -1.80  0.3762
H -3.40 2.42 -1.62  0.3746
H 1.02 2.77 2.15  0.5688
H -5.62 -5.60 -0.08  0.4043
H -2.23 -3.03 -2.86  0.2046
H 1.61 0.78 0.00  0.7832
H 3.00 7.60 1.01  0.4132
H -0.86 6.00 1.95  0.3764
H -4.41 -5.22 2.05  0.4494
H -2.86 1.21 1.89  0.0746
H -3.74 2.57 -4.05  0.3972
H 2.32 -6.20 -2.98  0.5571
H -0.09 4.57 -0.09  0.6181
H 4.08 -4.31 1.51  0.3521
H 2.38 5.63 -0.71  0.3617
H -0.26 3.93 2.39  0.5110
H 0.82 -5.66 -2.23  0.0560
H -0.98 -4.25 -2.67  0.0376

The charge is -2. The LUMO energy comes out at 3.68 eV. As for the gap between HOMO and LUMO: 4.33 eV. Its largest force on an atom is 0.0101 Eh/bohr.

What did we get for molar mass? Answer: 90.04 104.13 1113.36 1115.39 u, in the order shown.
What did we get for total energy? Answer: -10188.8284 -10941.3519 -122223.4549 -158613.8650 eV, in the order shown.